Run one
# C39H109N17O15

A cluster of 12 separate species, C39H109N17O15 in total (ωB97M-V/def2-TZVPD, the OMol25 dataset).

Highest occupied orbital energy, eV: -8.128
HOMO-LUMO gap, Ha: 0.3056
SMILES: COC[C@H](C)N.COC[C@H](C)N.COC[C@H](C)N.COC[C@H](C)N.COCCNCCOC.COCCNCCOC.COCCNCCOC.NC(N)=O.NC(N)=O.NC(N)=O.NC(N)=O.NC(N)=O

Last column: Löwdin charge in e.
Positions of all 180 atoms, in Å:
C (-8.117, 10.121, -10.878)  -0.631
O (-7.836, 9.188, -10.156)  0.049
N (-8.284, 10.057, -12.239)  0.177
N (-8.284, 11.395, -10.370)  0.143
H (-8.440, 10.888, -12.777)  0.088
H (-8.089, 9.163, -12.647)  0.086
H (-8.456, 12.142, -11.019)  0.080
H (-8.191, 11.620, -9.398)  0.110
C (-11.525, 1.090, -7.284)  -0.648
O (-10.444, 0.774, -6.804)  0.013
N (-12.708, 0.637, -6.727)  0.146
N (-11.673, 1.726, -8.490)  0.183
H (-13.555, 1.177, -6.774)  0.093
H (-12.520, 0.172, -5.853)  0.101
H (-12.603, 2.011, -8.740)  0.099
H (-10.859, 2.178, -8.869)  0.070
C (-6.982, 1.088, -8.664)  -0.667
O (-6.051, 1.194, -9.454)  0.007
N (-6.823, 1.310, -7.318)  0.133
N (-8.270, 0.876, -9.063)  0.188
H (-7.651, 1.357, -6.750)  0.072
H (-5.916, 1.527, -6.954)  0.113
H (-8.357, 0.735, -10.061)  0.068
H (-8.982, 0.741, -8.362)  0.058
C (-12.160, 12.362, -11.015)  -0.638
O (-12.185, 11.129, -11.023)  -0.019
N (-10.997, 13.015, -10.662)  0.151
N (-13.250, 13.165, -11.133)  0.185
H (-10.232, 12.477, -10.300)  0.050
H (-10.871, 14.001, -10.795)  0.093
H (-14.157, 12.698, -11.230)  0.058
H (-13.127, 14.152, -11.255)  0.100
C (-15.721, 10.926, -12.091)  -0.648
O (-15.809, 11.902, -11.347)  -0.007
N (-14.550, 10.290, -12.370)  0.164
N (-16.780, 10.424, -12.819)  0.156
H (-14.567, 9.364, -12.790)  0.033
H (-13.770, 10.501, -11.741)  0.043
H (-16.603, 9.902, -13.657)  0.082
H (-17.673, 10.868, -12.705)  0.097
C (-16.126, 2.347, -12.592)  -0.092
O (-14.913, 1.944, -11.967)  -0.189
C (-13.817, 2.110, -12.848)  -0.232
C (-12.572, 1.526, -12.215)  -0.229
N (-12.636, 0.092, -12.086)  -0.033
C (-11.351, -0.451, -11.667)  -0.193
C (-10.166, -0.186, -12.589)  -0.248
O (-9.018, -0.113, -11.815)  -0.237
C (-7.801, -0.200, -12.533)  -0.071
H (-16.019, 3.339, -13.031)  0.068
H (-16.920, 2.326, -11.847)  0.087
H (-16.380, 1.583, -13.336)  0.092
H (-13.628, 3.158, -13.114)  0.112
H (-14.032, 1.553, -13.772)  0.127
H (-12.359, 2.093, -11.300)  0.104
H (-11.785, 1.789, -12.922)  0.098
H (-13.340, -0.198, -11.422)  0.112
H (-11.398, -1.508, -11.400)  0.123
H (-11.024, -0.020, -10.698)  0.103
H (-10.271, 0.590, -13.353)  0.109
H (-10.087, -1.096, -13.217)  0.125
H (-6.989, -0.246, -11.812)  0.086
H (-7.666, 0.697, -13.151)  0.094
H (-7.827, -1.068, -13.201)  0.090
C (-3.039, 7.455, -10.401)  -0.136
O (-4.373, 7.791, -10.641)  -0.193
C (-5.246, 6.658, -10.641)  -0.195
C (-5.576, 6.178, -9.216)  -0.183
N (-6.689, 6.910, -8.614)  -0.022
C (-7.944, 6.290, -8.996)  -0.227
C (-8.197, 4.900, -8.408)  -0.239
O (-7.867, 4.943, -7.036)  -0.156
C (-8.317, 3.791, -6.361)  -0.104
H (-2.893, 6.930, -9.449)  0.078
H (-2.459, 8.375, -10.394)  0.087
H (-2.627, 6.781, -11.166)  0.088
H (-4.758, 5.886, -11.249)  0.118
H (-6.170, 6.982, -11.122)  0.103
H (-4.676, 6.219, -8.601)  0.107
H (-5.747, 5.105, -9.343)  0.113
H (-6.695, 7.809, -9.088)  0.065
H (-8.138, 6.272, -10.087)  0.086
H (-8.821, 6.888, -8.711)  0.116
H (-7.523, 4.173, -8.888)  0.111
H (-9.226, 4.580, -8.603)  0.087
H (-7.750, 2.914, -6.702)  0.038
H (-9.378, 3.575, -6.540)  0.083
H (-8.161, 3.935, -5.294)  0.094
C (-12.183, 9.252, -8.016)  -0.123
O (-13.407, 8.576, -8.123)  -0.182
C (-14.448, 9.373, -8.657)  -0.223
C (-15.770, 8.716, -8.489)  -0.229
N (-16.256, 8.708, -7.134)  -0.077
C (-17.259, 7.686, -6.814)  -0.209
C (-18.459, 7.794, -7.730)  -0.218
O (-19.581, 7.021, -7.316)  -0.186
C (-19.346, 5.642, -7.305)  -0.131
H (-11.784, 9.493, -9.009)  0.058
H (-11.482, 8.561, -7.545)  0.088
H (-12.174, 10.170, -7.418)  0.092
H (-14.242, 9.570, -9.718)  0.106
H (-14.468, 10.384, -8.227)  0.135
H (-15.828, 7.689, -8.892)  0.122
H (-16.513, 9.237, -9.107)  0.118
H (-15.607, 8.872, -6.386)  0.110
H (-17.517, 7.808, -5.762)  0.127
H (-16.725, 6.728, -6.928)  0.110
H (-18.203, 7.450, -8.743)  0.115
H (-18.780, 8.832, -7.797)  0.131
H (-20.137, 5.172, -6.721)  0.088
H (-18.419, 5.362, -6.797)  0.074
H (-19.334, 5.232, -8.321)  0.089
C (-11.438, 7.787, -11.570)  -0.047
C (-11.577, 6.281, -11.742)  -0.394
C (-10.472, 5.579, -10.991)  -0.187
O (-10.641, 4.185, -11.283)  -0.213
C (-9.506, 3.387, -10.990)  -0.087
N (-12.921, 5.934, -11.218)  0.062
H (-12.273, 8.372, -11.963)  0.050
H (-10.504, 8.237, -11.901)  0.069
H (-11.557, 8.000, -10.499)  0.070
H (-11.561, 5.975, -12.790)  0.132
H (-10.511, 5.643, -9.899)  0.127
H (-9.502, 5.839, -11.434)  0.099
H (-9.359, 3.327, -9.904)  0.042
H (-8.595, 3.850, -11.392)  0.097
H (-9.664, 2.419, -11.458)  0.078
H (-12.907, 4.953, -10.931)  0.073
H (-13.003, 6.362, -10.291)  0.082
C (-16.930, 6.706, -13.406)  -0.071
C (-15.462, 6.289, -13.552)  -0.398
C (-15.214, 5.750, -14.940)  -0.212
O (-13.982, 5.051, -14.970)  -0.199
C (-13.806, 4.301, -16.140)  -0.116
N (-14.617, 7.493, -13.290)  0.052
H (-17.050, 7.127, -12.409)  0.072
H (-17.548, 5.795, -13.391)  0.072
H (-17.350, 7.346, -14.181)  0.073
H (-15.282, 5.591, -12.736)  0.122
H (-15.185, 6.557, -15.685)  0.135
H (-16.025, 5.052, -15.198)  0.124
H (-13.602, 4.984, -16.974)  0.093
H (-14.687, 3.691, -16.393)  0.090
H (-13.006, 3.567, -16.054)  0.064
H (-13.873, 7.168, -12.675)  0.028
H (-14.230, 7.838, -14.162)  0.058
C (-7.932, 6.551, -14.190)  -0.061
C (-7.855, 5.069, -14.558)  -0.429
C (-9.168, 4.557, -15.067)  -0.217
O (-9.066, 3.164, -15.243)  -0.176
C (-10.151, 2.608, -15.931)  -0.118
N (-6.737, 4.843, -15.484)  0.052
H (-8.319, 7.181, -14.991)  0.083
H (-6.965, 6.930, -13.854)  0.075
H (-8.567, 6.597, -13.296)  0.055
H (-7.577, 4.533, -13.643)  0.127
H (-9.533, 5.048, -15.981)  0.134
H (-9.933, 4.798, -14.308)  0.122
H (-11.073, 2.625, -15.331)  0.069
H (-9.931, 1.558, -16.125)  0.091
H (-10.334, 3.103, -16.892)  0.090
H (-6.149, 5.645, -15.630)  0.058
H (-6.975, 4.356, -16.332)  0.065
C (-12.149, 9.502, -14.937)  -0.063
C (-11.210, 10.627, -15.391)  -0.411
C (-11.796, 11.402, -16.552)  -0.225
O (-12.269, 10.521, -17.539)  -0.195
C (-12.846, 11.203, -18.633)  -0.106
N (-10.968, 11.568, -14.267)  0.042
H (-12.227, 8.811, -15.784)  0.078
H (-13.164, 9.860, -14.755)  0.067
H (-11.773, 8.981, -14.059)  0.056
H (-10.235, 10.176, -15.589)  0.134
H (-10.992, 12.047, -16.933)  0.130
H (-12.630, 12.013, -16.181)  0.131
H (-12.059, 11.754, -19.168)  0.089
H (-13.663, 11.866, -18.345)  0.089
H (-13.148, 10.433, -19.342)  0.088
H (-10.625, 11.013, -13.490)  0.033
H (-11.870, 11.936, -13.976)  0.061


Run two
# C39H109N17O15

A cluster of 12 separate species, C39H109N17O15 in total (ωB97M-V/def2-TZVPD, the OMol25 dataset).

Highest occupied orbital energy, eV: -8.505
HOMO-LUMO gap, Ha: 0.3117
SMILES: COC[C@H](C)N.COC[C@H](C)N.COC[C@H](C)N.COC[C@H](C)N.COCCNCCOC.COCCNCCOC.COCCNCCOC.NC(N)=O.NC(N)=O.NC(N)=O.NC(N)=O.NC(N)=O

Last column: Löwdin charge in e.
Positions of all 180 atoms, in Å:
C (5.830, 1.674, -2.665)  -0.049
C (6.542, 0.330, -3.024)  -0.412
C (7.185, -0.238, -1.784)  -0.204
O (7.733, -1.535, -1.976)  -0.239
C (9.129, -1.731, -2.124)  -0.076
N (5.504, -0.544, -3.628)  0.042
H (4.936, 1.483, -2.076)  0.057
H (5.610, 2.226, -3.576)  0.072
H (6.605, 2.245, -2.148)  0.075
H (7.214, 0.551, -3.855)  0.136
H (6.406, -0.494, -1.057)  0.123
H (7.867, 0.490, -1.333)  0.126
H (9.539, -2.302, -1.286)  0.084
H (9.605, -0.770, -2.310)  0.092
H (9.270, -2.433, -2.950)  0.086
H (4.714, -0.768, -3.026)  0.025
H (5.976, -1.446, -3.508)  0.053
C (-1.594, -0.650, 0.781)  -0.043
C (-0.954, 0.241, -0.250)  -0.412
C (0.271, -0.206, -1.023)  -0.129
O (1.366, -0.328, -0.089)  -0.227
C (2.621, -0.070, -0.666)  -0.110
N (-1.995, 0.633, -1.215)  0.049
H (-1.007, -1.107, 1.584)  0.066
H (-2.016, -1.561, 0.327)  0.075
H (-2.495, -0.261, 1.260)  0.077
H (-0.855, 1.255, 0.162)  0.106
H (0.501, 0.440, -1.868)  0.106
H (0.192, -1.263, -1.302)  0.135
H (2.820, -0.607, -1.599)  0.074
H (3.394, -0.405, 0.025)  0.082
H (2.818, 0.986, -0.886)  0.070
H (-2.816, 0.898, -0.670)  0.053
H (-2.384, -0.283, -1.478)  0.068
C (6.875, 1.663, 1.978)  -0.061
C (6.845, 3.099, 2.442)  -0.425
C (5.419, 3.697, 2.269)  -0.212
O (5.070, 3.640, 0.898)  -0.166
C (3.696, 3.459, 0.639)  -0.100
N (7.121, 3.111, 3.883)  0.030
H (6.597, 1.625, 0.920)  0.063
H (6.166, 1.011, 2.491)  0.067
H (7.887, 1.257, 1.977)  0.083
H (7.506, 3.737, 1.851)  0.141
H (5.217, 4.633, 2.803)  0.125
H (4.826, 3.032, 2.921)  0.115
H (3.533, 3.096, -0.380)  0.062
H (3.085, 4.350, 0.781)  0.062
H (3.327, 2.584, 1.189)  0.083
H (6.730, 3.991, 4.213)  0.064
H (6.539, 2.401, 4.317)  0.066
C (-1.681, -4.117, 4.069)  -0.049
C (-2.867, -4.719, 3.334)  -0.418
C (-3.402, -3.766, 2.229)  -0.200
O (-3.561, -2.433, 2.685)  -0.209
C (-4.539, -2.311, 3.688)  -0.110
N (-2.360, -5.939, 2.667)  0.015
H (-0.930, -3.736, 3.369)  0.071
H (-1.223, -4.659, 4.890)  0.089
H (-2.018, -3.153, 4.468)  0.059
H (-3.631, -5.163, 3.974)  0.138
H (-4.361, -4.198, 1.934)  0.115
H (-2.639, -3.757, 1.453)  0.113
H (-4.151, -2.729, 4.624)  0.082
H (-5.452, -2.876, 3.468)  0.094
H (-4.840, -1.283, 3.880)  0.085
H (-3.051, -6.308, 2.015)  0.060
H (-1.580, -5.709, 2.055)  0.061
C (-6.562, -1.074, -6.088)  -0.098
O (-5.790, -1.596, -5.014)  -0.177
C (-4.992, -0.670, -4.345)  -0.241
C (-5.722, 0.054, -3.225)  -0.183
N (-4.821, 0.623, -2.197)  -0.041
C (-5.601, 1.391, -1.215)  -0.210
C (-6.334, 0.610, -0.171)  -0.237
O (-7.439, -0.100, -0.688)  -0.195
C (-8.181, -0.943, 0.143)  -0.116
H (-7.250, -0.292, -5.742)  0.083
H (-7.235, -1.902, -6.299)  0.092
H (-5.996, -0.608, -6.896)  0.084
H (-4.564, 0.028, -5.085)  0.090
H (-4.042, -1.083, -3.988)  0.119
H (-6.271, -0.738, -2.712)  0.113
H (-6.458, 0.802, -3.536)  0.120
H (-4.305, 1.365, -2.672)  0.070
H (-6.373, 1.996, -1.719)  0.123
H (-4.970, 2.154, -0.753)  0.105
H (-6.627, 1.244, 0.678)  0.122
H (-5.667, -0.081, 0.369)  0.114
H (-8.618, -1.748, -0.440)  0.093
H (-8.988, -0.326, 0.573)  0.086
H (-7.756, -1.293, 1.092)  0.084
C (-3.556, 2.718, 2.518)  -0.107
O (-2.927, 2.968, 1.280)  -0.219
C (-2.727, 4.348, 1.024)  -0.209
C (-2.385, 4.550, -0.467)  -0.178
N (-1.051, 4.033, -0.754)  -0.050
C (-0.605, 4.538, -2.048)  -0.192
C (0.857, 4.090, -2.261)  -0.233
O (1.452, 4.812, -3.308)  -0.181
C (2.548, 4.169, -3.914)  -0.106
H (-2.951, 2.967, 3.389)  0.091
H (-3.826, 1.659, 2.564)  0.077
H (-4.567, 3.142, 2.507)  0.089
H (-1.901, 4.720, 1.634)  0.101
H (-3.642, 4.929, 1.181)  0.121
H (-2.379, 5.603, -0.740)  0.121
H (-3.072, 3.947, -1.075)  0.118
H (-1.042, 3.033, -0.915)  0.071
H (-0.544, 5.627, -2.069)  0.123
H (-1.185, 4.138, -2.887)  0.113
H (0.794, 3.030, -2.565)  0.091
H (1.500, 4.026, -1.376)  0.109
H (2.824, 4.585, -4.880)  0.087
H (2.413, 3.085, -3.996)  0.081
H (3.376, 4.357, -3.214)  0.087
C (1.263, 4.816, 2.575)  -0.082
O (1.532, 3.453, 2.870)  -0.193
C (0.488, 2.559, 2.483)  -0.214
C (0.648, 1.247, 3.189)  -0.201
N (0.811, 1.494, 4.636)  -0.025
C (1.100, 0.194, 5.275)  -0.188
C (0.134, -0.997, 5.099)  -0.247
O (-0.016, -1.940, 6.122)  -0.169
C (-0.603, -1.401, 7.287)  -0.110
H (0.266, 5.055, 2.198)  0.073
H (1.859, 5.070, 1.690)  0.057
H (1.538, 5.418, 3.437)  0.093
H (0.500, 2.360, 1.402)  0.105
H (-0.531, 2.943, 2.599)  0.106
H (1.589, 0.834, 2.784)  0.087
H (-0.090, 0.480, 2.961)  0.102
H (1.528, 2.197, 4.734)  0.098
H (1.046, 0.382, 6.351)  0.103
H (2.112, -0.141, 5.022)  0.101
H (0.339, -1.486, 4.145)  0.086
H (-0.841, -0.523, 4.890)  0.120
H (-0.823, -2.257, 7.930)  0.088
H (-1.529, -0.844, 7.132)  0.094
H (0.145, -0.860, 7.874)  0.081
C (2.825, -1.857, 3.035)  -0.689
O (3.213, -2.650, 3.893)  0.016
N (1.797, -2.138, 2.169)  0.174
N (3.460, -0.697, 2.762)  0.165
H (1.164, -2.891, 2.354)  0.089
H (1.716, -1.600, 1.310)  0.061
H (4.306, -0.405, 3.206)  0.100
H (2.993, -0.122, 2.084)  0.052
C (-5.181, -4.638, -0.800)  -0.676
O (-6.215, -5.204, -0.463)  0.009
N (-4.048, -5.320, -1.099)  0.146
N (-4.934, -3.281, -0.718)  0.174
H (-3.208, -4.826, -1.363)  0.042
H (-3.894, -6.282, -0.863)  0.097
H (-5.613, -2.626, -0.375)  0.086
H (-4.079, -2.908, -1.085)  0.069
C (-2.200, 1.678, -4.747)  -0.662
O (-3.032, 2.409, -4.221)  0.016
N (-1.017, 1.275, -4.212)  0.170
N (-2.381, 1.183, -6.023)  0.141
H (-0.837, 1.440, -3.234)  0.049
H (-0.464, 0.618, -4.722)  0.088
H (-1.553, 0.975, -6.544)  0.090
H (-3.291, 1.376, -6.403)  0.098
C (-1.239, -3.886, -3.380)  -0.650
O (-2.122, -3.599, -2.569)  0.003
N (-0.615, -2.864, -4.040)  0.154
N (-0.676, -5.100, -3.624)  0.167
H (-1.026, -2.000, -3.708)  0.087
H (0.235, -2.855, -4.566)  0.099
H (0.083, -5.194, -4.267)  0.099
H (-1.202, -5.883, -3.274)  0.109
C (4.341, -3.538, -1.571)  -0.658
O (3.917, -2.694, -2.365)  -0.012
N (3.632, -4.628, -1.196)  0.160
N (5.504, -3.359, -0.890)  0.182
H (4.026, -5.384, -0.670)  0.098
H (2.702, -4.751, -1.551)  0.098
H (6.159, -2.670, -1.225)  0.066
H (5.763, -4.030, -0.193)  0.101


Short version: run two is the least stable of them.


Run one
# C6H14N5

A cluster of 2 separate species, C6H14N5 in total (ωB97M-V/def2-TZVPD, the OMol25 dataset).

Highest occupied orbital energy, eV: -11.773
HOMO-LUMO gap, Ha: 0.3252
Charge: +1

Last column: Löwdin charge in e.
Positions of all 25 atoms, in Å:
C (1.396, -1.250, 2.266)  -0.058
C (-0.908, -2.373, -0.291)  -0.190
C (0.620, -1.600, 1.059)  -0.365
C (1.212, -2.568, 0.277)  -0.059
N (-0.664, -1.439, 0.622)  0.044
N (0.248, -3.048, -0.600)  0.060
H (-1.920, -2.434, -0.772)  0.140
H (0.369, -3.830, -1.239)  0.159
H (2.181, -3.011, 0.181)  0.121
H (2.413, -0.955, 2.019)  0.083
H (1.231, -1.943, 3.121)  0.100
H (0.943, -0.415, 2.833)  0.074
C (0.404, 3.494, 0.353)  -0.053
C (-0.571, 1.848, -0.882)  -0.447
N (-0.280, 3.205, -0.981)  0.041
N (-0.140, 0.953, -1.787)  0.237
N (-1.560, 1.522, -0.077)  0.213
H (0.226, 3.658, -1.730)  0.137
H (0.530, 1.262, -2.475)  0.132
H (-0.323, -0.034, -1.798)  0.109
H (-2.002, 2.216, 0.536)  0.148
H (-1.514, 0.617, 0.407)  0.100
H (-0.226, 3.554, 1.213)  0.071
H (0.739, 4.565, 0.298)  0.105
H (1.372, 2.970, 0.458)  0.099


Run two
# C6H14N5

A cluster of 2 separate species, C6H14N5 in total (ωB97M-V/def2-TZVPD, the OMol25 dataset).

Highest occupied orbital energy, eV: -11.865
HOMO-LUMO gap, Ha: 0.3346
Charge: +1

Last column: Löwdin charge in e.
Positions of all 25 atoms, in Å:
C (1.752, 0.337, -1.951)  -0.030
C (0.559, 2.171, -0.815)  -0.426
N (0.905, 1.520, -1.902)  0.065
N (-0.014, 3.442, -0.925)  0.142
N (0.877, 1.768, 0.397)  0.240
H (0.409, 1.763, -2.746)  0.165
H (0.520, 4.048, -1.540)  0.114
H (-1.011, 3.532, -1.076)  0.115
H (1.004, 0.755, 0.528)  0.083
H (0.471, 2.289, 1.160)  0.134
H (2.349, 0.262, -1.050)  0.093
H (2.487, 0.484, -2.746)  0.103
H (1.195, -0.582, -2.105)  0.078
C (-1.165, -0.276, 2.537)  -0.042
C (0.188, -2.286, -0.090)  -0.205
C (-0.932, -1.203, 1.396)  -0.351
C (-1.703, -2.259, 1.010)  -0.047
N (0.267, -1.255, 0.715)  0.067
N (-0.965, -2.956, 0.081)  0.067
H (0.988, -2.620, -0.727)  0.121
H (-1.262, -3.801, -0.376)  0.158
H (-2.587, -2.733, 1.414)  0.128
H (-0.269, -0.225, 3.143)  0.082
H (-2.101, -0.488, 3.057)  0.088
H (-1.336, 0.748, 2.195)  0.057


Short version: run one is the least stable of them.